(1)
A 8-piece molecular cluster, C32H48O16 overall. Source: the Open Molecules 2025 dataset; level of theory: the ωB97M-V functional and the def2-TZVPD basis.

```
96
Properties=species:S:1:pos:R:3:mulliken_charge:R:1
O -5.024 -3.158 -4.064 -0.366
O -2.980 4.526 3.812 -0.363
O 0.473 1.658 -0.267 -0.443
O -0.332 -1.055 4.158 -0.430
O 0.379 -1.857 -3.221 -0.226
O -1.186 -3.213 -3.997 -0.600
O -0.564 -1.731 6.255 -0.412
O -3.366 2.624 4.918 -0.562
O 4.075 -1.315 4.941 -0.391
O 0.158 -0.325 -6.278 -0.346
O 4.769 -0.836 -2.235 -0.619
O 5.647 -0.092 3.930 -0.596
O 4.652 1.352 -1.921 -0.381
O -0.112 1.023 -4.536 -0.587
O -5.200 -1.851 -5.865 -0.602
O 1.570 1.470 1.661 -0.644
C 3.518 0.926 4.533 0.093
C 4.666 0.078 -1.467 0.435
C -0.735 -0.834 5.270 0.293
C -4.955 -1.963 -4.697 0.565
C -0.923 -1.187 7.533 -0.427
C 4.533 2.326 -0.861 -0.454
C 0.785 1.013 0.879 0.401
C -0.025 -3.021 -3.769 0.417
C 2.733 -1.157 5.397 -0.295
C -2.377 3.653 1.682 -0.299
C 1.162 -3.898 -4.043 -0.481
C -2.506 4.931 2.524 -0.527
C -3.952 -1.667 -2.531 0.561
C -0.028 -0.255 1.022 -0.145
C 4.643 1.520 0.456 -0.092
C -2.242 2.569 2.747 0.189
C -1.801 0.134 -7.553 -0.390
C -0.529 -0.520 -0.398 0.214
C -1.586 1.214 -6.491 -0.459
C 4.600 0.056 0.053 0.104
C -4.502 -0.910 -3.718 -0.081
C 2.496 0.368 5.516 0.297
C -2.940 3.191 3.955 0.304
C 1.825 -1.780 -3.209 0.382
C -0.493 0.659 -5.607 0.546
C 4.548 -0.172 4.387 0.473
C -0.240 0.778 -1.163 -0.167
C -1.594 0.173 7.294 -0.735
C -0.440 -0.577 -7.569 -0.451
C -4.525 -3.097 -2.731 -0.579
C 2.339 -3.202 -3.369 -0.749
C -1.366 0.443 5.800 0.169
H 5.555 1.749 1.013 0.381
H -2.321 0.432 5.277 0.219
H -1.591 -0.747 -0.423 0.256
H 2.077 -1.314 -2.258 -0.358
H -0.004 -1.091 8.116 0.217
H 3.576 -0.329 0.186 -0.266
H 3.065 1.170 3.571 -0.311
H -2.653 0.133 7.522 0.284
H 4.020 1.848 4.825 0.356
H -0.516 -1.664 -7.577 0.316
H -1.197 1.190 -1.499 0.223
H 0.124 -0.257 -8.445 0.256
H 1.335 -3.918 -5.124 0.260
H 0.706 -0.937 1.455 0.303
H -1.267 2.244 3.111 -0.101
H -5.327 -0.242 -3.451 0.315
H 1.999 -1.570 4.701 0.217
H -0.807 -0.129 1.767 0.028
H -1.521 5.383 2.630 0.309
H -3.221 5.639 2.118 0.319
H -2.868 -1.757 -2.581 -0.620
H 2.119 -1.099 -4.006 0.267
H 3.512 2.695 -0.915 0.267
H -4.248 -1.268 -1.565 0.411
H 3.853 1.827 1.139 -0.102
H -1.525 -1.925 8.061 0.320
H 1.034 -4.939 -3.758 0.359
H 2.716 0.660 6.545 0.345
H 1.479 0.654 5.263 -0.450
H -1.980 0.615 -8.515 0.291
H 5.283 -0.637 0.525 0.486
H -1.508 3.705 1.030 0.164
H -2.492 1.410 -5.921 0.261
H -1.059 0.923 7.869 0.271
H -3.727 -3.823 -2.598 0.290
H 0.003 -1.364 -0.833 -0.167
H 5.349 3.033 -0.933 0.283
H 3.251 -3.223 -3.962 0.384
H -5.342 -3.349 -2.055 0.299
H 2.626 -3.610 -2.400 0.297
H -3.840 -0.232 -4.261 -0.181
H -0.744 1.296 5.564 0.276
H 0.363 0.744 -2.069 0.066
H -1.228 2.161 -6.896 0.331
H -3.248 3.398 1.082 0.295
H -2.656 -0.505 -7.348 0.204
H -2.827 1.679 2.514 0.300
H 2.629 -1.669 6.350 0.287
```

For the HOMO energy, the calculation gives -10.12 eV. The HOMO-LUMO gap comes out at 0.3815 Ha. The structure (SMILES) is O=C1CCCO1.O=C1CCCO1.O=C1CCCO1.O=C1CCCO1.O=C1CCCO1.O=C1CCCO1.O=C1CCCO1.O=C1CCCO1. The relative energy (zero: lowest compared OMol25 entry of this formula, charge and spin) comes out at 0.0 kJ/mol.

(2)
A 8-piece molecular cluster, C32H48O24 overall. Source: the Open Molecules 2025 dataset; level of theory: the ωB97M-V functional and the def2-TZVPD basis.

```
104
Properties=species:S:1:pos:R:3:mulliken_charge:R:1
O 20.263 -2.433 14.831 -0.444
O 26.576 -10.748 15.095 -0.520
O 18.091 -2.867 14.875 -0.388
O 26.999 -5.549 7.047 -0.370
O 18.617 -5.995 11.624 -0.098
O 22.586 -6.893 12.617 -0.477
O 17.344 -4.322 10.824 -0.551
O 19.886 -8.114 15.012 -0.298
O 24.391 -15.144 12.705 -0.407
O 18.844 -0.883 15.636 -0.541
O 27.588 -12.743 15.087 -0.348
O 22.259 -8.727 11.376 -0.015
O 18.281 -5.825 9.433 -0.403
O 24.824 -5.922 6.793 -0.406
O 26.159 -5.892 4.984 -0.538
O 24.290 -8.270 12.140 -0.459
O 28.218 -11.202 13.608 -0.311
O 22.894 -13.551 12.323 -0.170
O 24.445 -13.255 13.936 -0.461
O 19.554 -10.009 13.912 -0.424
O 18.040 -8.348 13.743 -0.549
O 26.540 -11.491 8.983 0.025
O 26.204 -9.382 8.296 -0.574
O 26.854 -10.976 6.846 -0.390
C 19.062 -8.774 14.177 0.703
C 19.444 -6.986 11.025 0.038
C 19.951 -7.359 8.569 -1.275
C 26.010 -5.798 6.156 0.621
C 27.240 -12.643 8.451 0.431
C 22.345 -13.993 10.047 -1.213
C 20.152 -3.708 14.179 0.563
C 25.254 -10.484 11.978 -1.515
C 27.392 -11.477 14.644 0.737
C 26.515 -13.892 8.870 -1.291
C 28.345 -14.752 13.995 -1.170
C 27.248 -12.348 6.948 -0.483
C 24.495 -9.395 11.272 1.542
C 26.487 -5.665 8.367 -0.218
C 26.519 -10.504 8.058 0.420
C 21.181 -4.654 14.757 -1.038
C 21.065 -8.914 15.244 -0.168
C 28.690 -13.351 14.401 0.408
C 24.132 -6.491 9.015 -0.492
C 23.950 -13.910 13.077 0.632
C 23.693 -15.581 11.548 -0.306
C 18.691 -4.092 14.454 0.037
C 18.882 -7.115 9.608 0.624
C 23.058 -9.784 10.852 -0.332
C 28.928 -12.366 13.227 -0.123
C 24.967 -5.558 8.180 0.376
C 20.586 -10.315 14.881 0.667
C 21.617 -11.189 14.233 -1.146
C 23.010 -7.868 12.085 0.461
C 19.039 -1.955 15.163 0.527
C 18.013 -5.285 10.647 0.433
C 22.513 -14.613 11.411 0.381
H 26.703 -14.109 9.921 0.201
H 18.125 -7.904 9.592 0.238
H 23.403 -16.622 11.675 0.322
H 29.991 -12.165 13.126 0.325
H 23.196 -6.690 8.490 0.122
H 20.554 -6.451 8.484 0.353
H 26.546 -12.948 6.370 0.315
H 21.900 -14.690 9.332 0.421
H 27.535 -14.717 13.258 0.101
H 26.771 -6.618 8.819 0.120
H 22.234 -10.651 13.520 -0.281
H 27.991 -15.331 14.844 0.345
H 28.242 -12.475 6.522 0.317
H 18.568 -4.870 15.208 0.181
H 25.441 -13.792 8.713 0.255
H 20.334 -3.585 13.110 0.292
H 21.321 -8.755 16.290 0.394
H 18.179 -4.422 13.553 0.048
H 28.244 -12.589 8.872 0.275
H 24.680 -10.819 12.844 0.244
H 21.151 -12.038 13.736 0.296
H 21.314 -5.458 14.031 0.081
H 26.854 -14.748 8.283 0.441
H 22.987 -9.825 9.767 0.387
H 22.785 -10.735 11.309 0.026
H 24.632 -7.455 9.116 -0.415
H 24.356 -15.518 10.681 0.118
H 28.524 -12.760 12.291 -0.032
H 20.482 -6.645 10.993 -0.146
H 22.143 -4.151 14.846 0.388
H 21.611 -13.185 10.076 0.328
H 19.387 -7.898 11.610 0.031
H 26.200 -10.081 12.331 0.505
H 20.872 -5.036 15.727 0.340
H 19.534 -7.568 7.588 0.448
H 29.172 -15.234 13.474 0.387
H 21.577 -15.014 11.800 0.268
H 21.893 -8.545 14.640 -0.071
H 20.106 -10.779 15.744 0.433
H 22.308 -11.605 14.971 0.483
H 20.623 -8.139 8.930 0.130
H 23.298 -13.609 9.686 0.117
H 26.885 -4.856 8.977 0.366
H 24.661 -4.516 8.292 0.390
H 25.070 -9.050 10.412 -0.502
H 23.895 -6.065 9.990 0.474
H 29.550 -13.270 15.070 0.272
H 25.396 -11.338 11.317 0.154
```

For the HOMO energy, the calculation gives -10.09 eV. The HOMO-LUMO gap comes out at 0.3574 Ha. The structure (SMILES) is C[C@H]1COC(=O)O1.C[C@H]1COC(=O)O1.C[C@H]1COC(=O)O1.C[C@H]1COC(=O)O1.C[C@H]1COC(=O)O1.C[C@H]1COC(=O)O1.C[C@H]1COC(=O)O1.C[C@H]1COC(=O)O1. The relative energy (zero: lowest compared OMol25 entry of this formula, charge and spin) comes out at 0.0 kJ/mol.